# 1
Computed, not measured: C5H8O3Rb as an isolated structure at a distorted geometry, with ωB97M-V/def2-TZVPD.

The geometry in XYZ format:
```
17
Properties=species:S:1:pos:R:3:forces:R:3:lowdin_charge:R:1
H -3.616 -1.067 -1.997 0.0 -0.1 0.3 0.104
C -2.660 0.299 -0.823 -0.8 0.8 0.2 -0.094
H 0.456 1.163 -0.094 -2.5 -0.4 1.1 0.181
Rb -3.661 3.623 -0.960 0.1 -0.3 0.1 0.962
O -1.239 2.357 -0.019 0.3 -0.5 1.2 -0.043
C -3.318 -1.004 -0.932 0.3 -0.4 -0.6 -0.082
C 2.645 -0.033 1.049 -0.8 -1.5 4.0 -0.296
C -0.720 1.276 -0.013 2.0 1.7 -3.3 -0.240
H 2.989 0.975 1.368 -0.4 0.3 -1.0 0.123
H 4.281 -0.539 -0.199 0.0 -0.3 0.2 0.083
H -2.698 -1.869 -0.659 -0.2 0.1 0.0 0.094
O -1.392 0.155 -0.493 0.5 -0.9 1.2 -0.008
C 3.754 -0.959 0.673 0.0 0.1 -1.3 -0.059
H 3.377 -1.966 0.459 0.2 0.3 0.1 0.089
H 4.495 -0.985 1.488 -0.4 0.1 -0.1 0.098
O 1.580 -0.446 1.541 1.5 1.1 -2.0 -0.008
H -4.272 -0.980 -0.388 0.3 0.1 -0.1 0.095
```
Forces are in eV/Å.

Results
Orbital gap ... 8.81 eV
Energy above the lowest of the compared OMol25 structures with the same formula, charge and spin ... 0.0 kcal/mol
Total charge ... +1
Multiplicity ... 1
E ... -444.80050 hartree

***

# 2
Computed, not measured: a 2-piece molecular cluster, C13H26BrF2N3O4P overall at a distorted geometry, with ωB97M-V/def2-TZVPD.

The geometry in XYZ format:
```
50
Properties=species:S:1:pos:R:3:forces:R:3:lowdin_charge:R:1
H -2.418 -1.512 2.019 0.1 0.3 -0.2 0.084
F 0.711 0.871 0.976 -0.2 -0.3 -0.4 0.046
H 0.022 -4.486 2.720 0.2 -0.1 -0.1 0.066
H -3.869 0.226 3.029 -0.8 0.2 0.2 0.071
H -0.090 0.183 -7.094 0.0 0.0 0.0 0.087
H 0.388 1.855 -6.830 -0.1 0.0 0.0 0.071
C 2.385 2.334 -4.315 -0.2 0.0 0.0 -0.078
C 2.350 1.012 -5.061 0.2 0.1 0.0 -0.274
C 2.419 0.521 2.720 -0.6 0.2 0.1 -0.148
C 3.321 -0.275 2.134 0.1 -0.2 -0.2 0.030
C 1.025 0.014 3.115 -0.5 0.8 -1.5 -0.053
N -1.510 -0.489 -1.023 -0.9 -0.8 -0.8 0.232
H 1.549 2.978 -4.592 0.1 0.1 0.0 0.067
C -0.898 -2.555 3.108 1.0 -1.0 -0.4 -0.273
C -0.040 0.747 -5.012 0.0 0.1 0.0 -0.305
C -0.018 0.188 1.966 1.2 0.5 0.3 -0.331
H 3.048 -0.789 1.212 -0.4 -1.5 0.9 0.075
F -0.711 2.370 1.935 -0.6 0.6 0.1 0.088
O -3.775 1.109 3.435 1.5 -1.8 -0.5 -0.088
H -2.328 -0.335 5.042 0.4 -0.1 0.5 0.101
C 0.348 -3.462 2.858 -0.5 0.8 0.3 -0.112
P -2.192 1.331 3.733 -0.9 1.3 1.0 0.499
H 2.327 2.166 -3.237 0.1 0.0 0.0 0.076
H 3.307 2.870 -4.539 0.0 0.0 0.0 0.081
H 0.901 -3.099 1.993 0.1 -0.2 -0.1 0.068
H 3.231 0.428 -4.795 -0.1 -0.1 0.0 0.120
O 1.233 0.197 -4.737 0.0 -0.2 0.2 -0.168
Br -1.719 -3.371 0.528 -0.2 0.4 0.1 0.841
H 1.158 -1.010 3.433 -0.3 -0.1 0.0 0.091
H -2.049 -1.294 -1.324 1.0 -0.5 0.0 0.100
O -2.019 2.686 4.148 0.6 1.7 0.3 -0.181
H -2.972 0.722 0.898 0.0 1.0 -0.9 0.176
H 0.730 0.645 3.951 -0.1 -0.2 0.1 0.118
H 2.401 1.173 -6.143 0.0 0.1 0.0 0.111
N -0.475 -0.950 1.193 -1.6 -0.5 -0.8 0.034
H -1.187 0.133 -1.756 -0.6 0.6 0.4 0.151
H 2.587 1.576 2.912 0.7 -0.3 1.5 0.116
O -1.655 0.352 4.885 -1.1 -1.0 -1.4 -0.086
H 1.001 -3.392 3.726 0.1 -0.2 0.0 0.082
C -1.416 -1.907 1.825 0.7 -1.2 0.8 -0.628
H -1.677 -3.222 3.474 -0.3 0.3 0.1 0.113
C -1.339 -0.250 0.262 0.6 0.9 1.3 -0.288
C -1.257 1.146 2.105 1.2 -0.5 0.2 -0.371
N -1.958 0.777 0.889 0.2 -0.5 0.2 0.219
H -0.212 1.633 -4.387 0.0 0.1 -0.1 0.101
H -1.301 1.396 -6.635 0.0 0.0 0.0 0.080
H 4.307 -0.456 2.546 0.7 1.3 -1.0 0.070
H -0.630 -1.840 3.883 -0.4 0.3 -0.1 0.082
H -0.764 -0.009 -4.694 0.1 -0.1 0.0 0.107
C -0.274 1.064 -6.478 0.1 0.1 -0.1 -0.073
```
Forces are in eV/Å.

Results
Orbital gap ... 5.80 eV
Total charge ... +1
Multiplicity ... 1
E ... -4090.90702 hartree